(1)
ORCA calculation (ωB97M-V/def2-TZVPD) on a structure of composition C56H51HgN4O3Te.

Geometry (Å):
C 1.50 6.47 -3.95
H -2.95 0.71 -0.03
H -5.13 -0.51 2.87
C 0.17 -2.47 2.36
C -3.95 -5.00 1.95
N -1.10 2.71 -2.56
H -0.62 6.27 -4.29
C 0.96 -0.96 -2.04
C 4.51 0.74 -0.34
C -3.75 0.12 -2.44
N 0.08 -0.51 -1.22
C 1.07 2.52 0.35
C 1.55 0.27 3.25
C 0.34 -3.41 -2.39
C -1.69 0.13 -3.67
C 0.38 -0.56 3.76
C -0.75 2.09 2.23
C -5.94 -5.30 3.47
H 6.12 3.43 -1.28
H -3.28 2.67 -4.62
H 6.11 -1.89 1.09
H 5.23 1.53 -3.48
H -5.67 -6.35 3.42
H -4.48 0.64 -1.81
H -0.05 -5.49 -2.74
C 5.32 0.91 -1.46
H 4.08 -4.36 -2.47
C -1.00 3.75 -3.27
H 3.61 6.27 -3.49
C -3.00 -1.89 -3.51
C 0.54 0.92 4.11
O 4.89 4.31 -2.70
O -2.11 4.22 -3.90
H -2.96 2.26 0.85
C 0.28 5.81 -3.93
C -5.02 -3.06 2.78
H -1.93 2.53 6.69
C -3.11 3.20 -3.68
C 5.83 3.28 -2.32
H 3.65 1.38 -0.19
H -2.07 3.15 4.27
C 6.42 0.08 -1.65
H -1.03 -4.51 0.45
H 0.52 -1.27 4.57
C -1.29 2.47 4.59
H -5.79 -2.59 3.39
C -2.03 -4.94 0.38
N 3.65 2.43 -2.54
C 0.72 -4.73 -2.60
H -4.81 -1.74 -2.36
H 7.56 -1.57 -0.90
H -4.03 3.68 -3.36
C 2.06 -5.08 -2.64
C 2.63 5.81 -3.48
C -2.33 1.48 0.41
H 2.90 1.99 4.88
H 3.39 -2.00 -2.14
H -1.98 -6.00 0.65
H -6.94 -5.19 3.03
C 0.25 4.53 -3.41
C -4.13 -2.25 2.08
C -3.10 -2.80 1.30
C -1.15 2.19 6.02
H -6.01 -5.01 4.52
H -1.73 1.93 -0.39
H 1.50 0.22 5.89
C 2.09 2.25 5.56
H -1.43 2.94 2.15
H 0.76 -2.83 3.20
H -3.87 -6.08 1.88
H -3.12 -2.94 -3.72
Hg 1.01 1.65 -1.58
H -0.73 -3.08 2.26
Te -1.64 -1.65 -0.10
C -2.49 2.27 -2.61
C 1.30 -2.42 -2.23
C -0.20 -1.02 2.55
H 4.16 -0.40 1.44
C -3.94 -1.22 -2.74
C -2.64 0.80 -2.90
H 0.01 1.30 7.53
N 1.32 3.89 -2.98
H -2.31 -4.89 -0.68
H 2.35 -6.11 -2.81
H -1.12 -1.74 -4.54
H 7.04 0.20 -2.53
H 6.70 3.35 -2.97
C -1.03 -0.38 1.54
H 2.50 2.40 6.56
C 2.65 -2.78 -2.26
C 3.02 -4.10 -2.46
C -0.09 1.52 6.48
C 4.80 -0.27 0.57
H -0.71 -3.15 -2.37
H 1.58 7.48 -4.32
C 1.03 1.14 5.55
C 5.03 1.97 -2.50
H 1.65 0.53 2.20
C 6.71 -0.92 -0.74
H -0.79 0.64 -4.00
O 1.72 -0.17 -2.77
C -4.33 -0.75 2.16
C -1.40 0.93 1.46
H 1.65 3.19 5.23
H -3.42 -0.24 2.48
C 5.89 -1.10 0.38
C 2.49 4.51 -3.03
H -2.93 2.47 -1.63
C 0.40 2.40 1.36
H 0.75 -2.59 1.44
H -4.61 -0.36 1.18
C -3.04 -4.21 1.24
C -1.88 -1.21 -3.97
C -4.94 -4.44 2.73
C -0.51 1.87 3.68
C 3.68 3.68 -2.70

Results
- relative energy (zero: lowest compared OMol25 entry of this formula, charge and spin) (kJ/mol) = 701.7
- HOMO (hartree) = -0.127
- net charge = -1
- multiplicity = 1
- Kohn-Sham gap (eV) = 5.2
- LUMO level (eV) = 1.721

Here are the Mulliken charges for atoms 1 to 4, given in e:
1. C -0.444
2. H -0.612
3. H 0.372
4. C -1.594

***

(2)
ORCA calculation (ωB97M-V/def2-TZVPD) on a structure of composition C56H52AsN3OSSbSiW.

Geometry (Å):
H -4.19 -4.59 1.04
C 1.83 -4.02 1.04
C -0.83 2.64 -2.41
C -4.34 -1.78 -4.54
C -1.52 2.81 4.93
H 1.15 -0.30 3.94
C -3.11 3.20 0.26
C -1.06 1.03 -4.28
C -4.24 -0.96 -3.43
C 1.97 2.35 2.51
H -5.00 -0.22 -3.22
H 8.02 -0.24 1.70
C -0.85 -4.91 -0.90
C 3.13 2.35 -0.91
Sb 2.91 -1.44 -2.95
H 2.82 3.01 2.32
C -3.25 -4.67 0.50
C -5.10 1.60 0.30
N 1.68 -2.01 -0.25
H 0.84 -1.63 -5.02
H 7.05 1.64 2.99
C -3.09 5.58 -0.09
H -1.10 -0.35 -5.93
H -2.98 -6.74 0.99
C 4.43 2.79 -1.16
H -5.08 -1.68 1.15
C -3.34 -0.44 1.01
O -0.90 -1.10 -0.76
H 1.83 2.31 3.59
C -0.65 -0.08 -4.98
W 0.90 0.00 -0.28
C 3.61 0.31 -1.89
H 4.69 3.80 -0.89
H -1.28 -0.60 3.15
H -3.05 -0.45 -1.69
C -3.16 -1.09 -2.56
H -5.19 -1.67 -5.21
H 2.28 -1.53 3.30
C -1.34 0.37 3.64
H -0.41 2.74 -1.42
C 6.95 -0.04 1.66
C 4.90 0.70 -2.18
C -1.61 0.42 4.99
S -0.83 -2.32 -1.73
H 0.07 -5.00 -1.46
C 5.04 1.24 2.35
H 1.82 3.98 -1.21
C 1.28 -2.77 0.80
H -0.08 -1.21 1.47
C -2.74 -3.58 -0.18
As -1.04 1.47 0.94
H -1.76 -0.50 5.55
H 1.09 2.83 2.10
C 4.19 0.44 1.60
H -1.58 3.77 5.43
C -1.71 1.64 5.64
N 0.47 0.56 -2.49
H -0.88 -6.97 -0.28
H 6.54 -1.69 0.35
C -2.86 0.83 0.72
C -3.78 4.38 -0.05
H -2.66 -1.22 1.32
C 0.93 -0.49 -3.22
H -3.46 -3.38 -5.67
C 6.12 -0.86 0.91
C -3.37 -2.74 -4.81
H -3.62 6.49 -0.33
H -1.82 1.69 -4.67
C -2.29 -2.88 -3.95
C -2.57 -5.89 0.47
H 1.24 2.80 -0.01
C -1.06 4.45 0.51
H 0.00 4.49 0.74
H -1.94 1.68 6.70
H -0.43 3.46 -3.02
C -2.21 -2.06 -2.84
C -1.18 1.55 2.91
H 2.89 -0.11 4.12
H -3.28 -2.64 -0.20
C 0.19 -2.25 1.69
H 4.64 2.06 2.94
H 5.55 0.04 -2.73
H -6.63 0.11 0.47
C 0.41 -0.82 -4.46
C -1.74 3.25 0.53
C 5.34 1.95 -1.76
H 0.48 -2.32 2.74
H -1.52 -3.63 -4.14
H -4.84 4.36 -0.26
C 2.11 -0.46 3.44
H 3.23 -5.50 0.37
C -0.47 1.35 -3.05
C -5.57 0.32 0.54
C -1.39 -6.01 -0.23
N 2.74 1.09 -1.21
C -1.54 -3.71 -0.85
C 6.41 1.01 2.38
H -1.21 6.56 0.20
C 2.78 -4.54 0.18
H -5.80 2.39 0.06
H -0.70 -2.86 1.56
H 4.12 -1.30 0.34
H 3.79 -4.19 -1.70
C 2.12 3.32 -0.39
C 4.76 -0.62 0.89
C -1.74 5.62 0.20
H 1.49 -4.58 1.91
H 2.54 3.95 0.39
C 2.53 -2.56 -1.14
C -3.74 1.87 0.39
C -4.70 -0.70 0.91
H 6.36 2.27 -1.94
C -1.26 2.77 3.57
H -1.91 2.78 -2.36
H -1.12 3.70 3.03
Si 2.30 0.58 1.85
C 3.10 -3.81 -0.96

Results
- HOMO (spin up / spin down) (hartree) = -0.558 / -0.558
- net charge = +3
- <S²> = 2.0273
- multiplicity = 3
- Kohn-Sham gap (spin up / spin down) (eV) = 6.1 / 6.2
- LUMO level (spin up / spin down) (eV) = -9.061 / -8.926

Here are the Mulliken charges for atoms 1 to 4, given in e:
1. H 0.499
2. C -0.845
3. C -0.900
4. C -0.720

***

| no. | largest force on an atom (eV/A) | molecular weight (g mol⁻¹) |
| --- | --- | --- |
| 1 | 0.90 | 1156.2 |
| 2 | 2.35 | 1223.7 |